Record 1
Here is C31H24N5O5Pt as an isolated structure at a distorted geometry from OMol25. Energies are from wB97M-V/def2-TZVPD.

Values from the calculation:
molecular weight: 741.6 g mol⁻¹
energy relative to the best compared isomer or geometry (same formula, charge and spin): 0.00 kcal/mol
frontier orbital gap: 6.1 eV
electronic energy: -1965.0329 a.u.
net charge: -1

XYZ file:
```
66
C31H24N5O5Pt (wB97M-V/def2-TZVPD)
Pt -0.219 -0.504 0.160
C 0.353 -1.411 -4.148
O -0.834 -2.139 -4.378
C -1.799 -2.270 -3.411
C -2.923 -2.942 -3.845
C -4.002 -3.185 -3.000
C -3.940 -2.761 -1.703
C -2.810 -2.081 -1.206
C -2.835 -1.733 0.175
N -1.881 -1.164 0.851
N -2.084 -0.962 2.178
C -1.052 -0.406 2.768
O 0.042 -0.105 2.178
C -1.223 -0.106 4.203
C -0.402 0.831 4.825
C -0.597 1.145 6.157
C -1.604 0.529 6.880
C -2.417 -0.414 6.266
C -2.231 -0.729 4.934
C -1.702 -1.788 -2.064
O -0.650 -1.118 -1.707
H 0.892 -1.460 -5.097
H 0.961 -1.851 -3.356
H 0.150 -0.369 -3.896
H -2.941 -3.276 -4.871
H -4.871 -3.705 -3.375
H -4.768 -2.951 -1.032
H -3.733 -1.993 0.733
H 0.375 1.304 4.244
H 0.036 1.878 6.638
H -1.766 0.786 7.919
H -3.196 -0.901 6.835
H -2.857 -1.456 4.443
C 3.982 11.705 4.169
O 4.886 10.810 3.580
C 4.422 9.544 3.270
C 5.228 8.780 2.421
C 4.844 7.529 2.010
C 3.622 6.970 2.454
C 2.834 7.745 3.330
C 3.224 9.003 3.730
N 3.158 5.762 2.124
N 3.705 4.912 1.337
C 3.118 3.832 0.836
C 3.913 2.881 0.164
C 3.401 1.696 -0.300
C 2.043 1.337 -0.135
O 1.614 0.180 -0.505
C 1.182 2.342 0.432
N -0.137 2.088 0.476
C -0.958 2.952 1.012
C -0.539 4.168 1.560
C 0.804 4.472 1.505
C 1.702 3.576 0.926
H 4.472 12.679 4.148
H 3.756 11.439 5.209
H 3.044 11.763 3.605
H 6.159 9.210 2.077
H 5.468 6.945 1.350
H 1.896 7.334 3.674
H 2.582 9.559 4.400
H 4.964 3.098 0.051
H 4.047 0.983 -0.788
H -2.005 2.681 1.018
H -1.252 4.850 1.997
H 1.188 5.399 1.915
```

Here are the Löwdin charges for atoms 1 to 5, given in e: 1.253 -0.088 -0.088 -0.196 -0.028


Record 2
Here is C16H14F3MnN3O4S as an isolated structure from OMol25. Energies are from wB97M-V/def2-TZVPD.

Values from the calculation:
molecular weight: 456.3 g mol⁻¹
<S²>: 3.83
frontier orbital gap (alpha / beta): 5.5 / 6.4 eV
electronic energy: -2931.4787 a.u.
net charge: +2
spin multiplicity: 4

XYZ file:
```
42
C16H14F3MnN3O4S (wB97M-V/def2-TZVPD)
Mn 0.558 1.764 -0.011
C 1.777 -5.446 0.407
C 1.866 -4.021 -0.042
C 0.946 -3.071 0.430
C 1.038 -1.751 0.053
C 2.069 -1.368 -0.813
C 2.995 -2.291 -1.304
C 2.877 -3.611 -0.911
S 2.261 0.270 -1.275
O 0.898 0.872 -1.670
O 3.321 0.487 -2.177
N 2.280 1.178 0.093
C 2.858 0.895 1.401
C 1.752 1.188 2.406
O 1.730 0.993 3.563
O 0.604 1.712 1.757
H 0.760 -5.710 0.689
H 2.418 -5.590 1.280
H 2.116 -6.127 -0.371
H 0.154 -3.384 1.097
H 0.307 -1.043 0.431
H 3.781 -1.978 -1.978
H 3.584 -4.338 -1.287
H 3.707 1.557 1.585
H 3.200 -0.140 1.477
F -6.143 2.992 -0.278
C -5.700 1.734 -0.330
F -6.135 1.167 -1.451
F -6.186 1.065 0.717
C -4.179 1.737 -0.273
C -3.550 2.137 0.899
C -2.175 2.152 0.941
N -1.438 1.791 -0.131
C -2.046 1.406 -1.270
C -3.422 1.364 -1.371
H -4.119 2.427 1.772
H -1.633 2.435 1.833
H -1.408 1.134 -2.100
H -3.887 1.048 -2.294
N 0.717 4.829 -0.507
C 0.661 3.706 -0.326
H 0.785 5.828 -0.662
```

Here are the Löwdin charges for atoms 1 to 5, given in e: 0.860 -0.013 -0.212 0.006 -0.047


Record 3
Here is C39H35IN4O4PPtS2 as an isolated structure from OMol25. Energies are from wB97M-V/def2-TZVPD.

Values from the calculation:
molecular weight: 1040.8 g mol⁻¹
energy relative to the best compared isomer or geometry (same formula, charge and spin): 10.01 kcal/mol
frontier orbital gap: 5.8 eV
electronic energy: -3581.9415 a.u.
net charge: -1

XYZ file:
```
87
C39H35IN4O4PPtS2 (wB97M-V/def2-TZVPD)
Pt 2.790 0.669 1.027
O 1.229 -0.570 1.594
C 1.625 -1.292 2.815
C 3.105 -1.738 2.565
O 3.569 -2.596 3.288
O 3.723 -1.120 1.617
C 1.543 -0.294 3.963
C 2.676 0.285 4.522
C 2.547 1.274 5.487
C 1.290 1.697 5.893
C 0.155 1.119 5.340
C 0.283 0.121 4.387
C 0.704 -2.477 3.031
C 0.864 -3.251 4.181
C 0.025 -4.325 4.418
C -0.990 -4.638 3.519
C -1.157 -3.866 2.384
C -0.311 -2.789 2.138
H 0.349 -0.165 1.684
H 3.662 -0.037 4.209
H 3.434 1.721 5.918
H 1.194 2.475 6.639
H -0.830 1.441 5.654
H -0.604 -0.344 3.969
H 1.657 -3.010 4.875
H 0.163 -4.921 5.311
H -1.648 -5.476 3.712
H -1.947 -4.079 1.675
H -0.487 -2.199 1.251
S -3.799 1.627 -0.626
P -2.909 0.099 -1.511
S -1.428 -0.890 -0.612
C -2.317 0.640 -3.171
C -1.103 0.215 -3.691
C -0.688 0.637 -4.948
C -1.493 1.479 -5.701
C -2.714 1.902 -5.188
C -3.120 1.489 -3.930
C -4.163 -1.142 -2.027
C -5.523 -0.889 -1.945
C -6.440 -1.840 -2.384
C -5.998 -3.041 -2.913
C -4.633 -3.300 -2.997
C -3.722 -2.358 -2.553
H -0.484 -0.442 -3.091
H 0.269 0.310 -5.337
H -1.169 1.811 -6.680
H -3.346 2.563 -5.769
H -4.057 1.840 -3.512
H -5.850 0.055 -1.526
H -7.502 -1.637 -2.311
H -6.712 -3.780 -3.256
H -4.283 -4.241 -3.403
H -2.658 -2.563 -2.589
O 5.391 1.874 0.839
N 4.203 1.873 0.775
C 3.432 3.145 0.404
C 3.887 4.267 1.235
N 4.196 5.125 1.930
C 3.706 3.414 -1.007
N 3.980 3.610 -2.104
C -0.425 2.504 0.859
C 0.776 2.979 0.034
C 0.668 2.361 -1.359
C 0.731 4.511 -0.060
C 2.028 2.567 0.813
H -1.353 2.903 0.448
H -0.340 2.810 1.906
H -0.539 1.419 0.791
H -0.274 2.668 -1.818
H 0.650 1.272 -1.291
H 1.476 2.670 -2.023
H -0.203 4.826 -0.529
H 1.550 4.910 -0.666
H 0.784 4.970 0.932
H 1.883 2.939 1.833
I 0.391 -4.639 -2.005
C 1.384 -2.827 -2.229
C 1.711 -2.340 -3.480
C 2.345 -1.108 -3.556
C 2.592 -0.416 -2.384
N 2.278 -0.894 -1.181
C 1.701 -2.084 -1.103
H 1.469 -2.899 -4.374
H 2.623 -0.682 -4.510
H 3.048 0.568 -2.408
H 1.481 -2.460 -0.112
```

Here are the Löwdin charges for atoms 1 to 5, given in e: 1.329 -0.186 -0.286 -0.608 0.081


Record 4
Here is C3H2NO3 as an isolated structure at a distorted geometry from OMol25. Energies are from wB97M-V/def2-TZVPD.

Values from the calculation:
molecular weight: 100.1 g mol⁻¹
energy relative to the best compared isomer or geometry (same formula, charge and spin): 81.08 kcal/mol
frontier orbital gap: 6.7 eV
electronic energy: -395.9465 a.u.
net charge: -1

XYZ file:
```
9
C3H2NO3 (wB97M-V/def2-TZVPD)
C 0.490 -0.443 -0.430
C -1.993 0.297 0.113
C 1.528 0.360 -0.630
N 1.708 -0.897 0.153
O -1.414 1.320 0.127
O -0.662 -0.907 -0.505
O -2.889 -0.458 0.312
H 1.680 1.432 -0.221
H 1.554 -0.703 1.082
```

Here are the Löwdin charges for atoms 1 to 5, given in e: -0.574 -0.554 -0.142 -0.008 0.115